(1)
A cluster of 9 separate species, C21H47F6N5O17PS3 in total in a non-equilibrium geometry, computed with ωB97M-V/def2-TZVPD.

Each line ends with the Mulliken charge.
Atoms and positions in Å:
P: 0.35 0.11 -1.17  1.71
F: -0.50 -1.19 -1.84  -0.68
F: 1.67 -0.36 -1.97  -0.50
F: 0.01 0.95 -2.50  -0.34
F: 1.15 1.31 -0.46  -0.43
F: -1.06 0.74 -0.61  -0.40
F: 0.71 -0.80 0.24  -0.53
C: 2.42 3.91 4.66  -1.16
C: 1.76 2.58 4.26  0.58
O: 0.78 2.13 4.96  -0.56
N: 2.37 1.98 3.33  -0.05
C: 2.05 0.71 2.69  -0.55
H: 3.03 3.81 5.55  0.25
H: 1.61 4.63 4.82  0.29
H: 3.05 4.26 3.84  0.39
H: 3.01 2.57 2.82  0.24
H: 0.96 0.71 2.78  -0.02
H: 2.45 -0.05 3.35  0.31
H: 2.42 0.44 1.69  0.25
C: -3.18 4.28 5.12  -1.24
C: -2.33 3.27 4.30  0.55
O: -1.65 2.38 4.93  -0.46
N: -2.30 3.22 2.98  -0.08
C: -1.66 2.19 2.07  -0.34
H: -2.82 5.25 4.78  0.37
H: -2.97 4.13 6.18  0.25
H: -4.22 4.00 4.94  0.36
H: -3.01 3.74 2.49  0.25
H: -1.91 1.15 2.27  0.00
H: -0.59 2.38 1.99  -0.14
H: -2.09 2.23 1.07  0.45
C: 3.75 -2.63 0.15  -0.53
C: 4.55 -3.92 -0.06  0.50
O: 4.91 -4.55 0.91  -0.65
N: 4.93 -4.27 -1.34  -0.19
C: 5.65 -5.47 -1.68  -1.00
H: 2.73 -2.75 0.49  -0.05
H: 3.85 -1.90 -0.66  0.25
H: 4.01 -2.17 1.11  0.41
H: 4.58 -3.60 -2.01  0.28
H: 6.70 -5.28 -1.48  0.32
H: 5.58 -5.91 -2.68  0.36
H: 5.30 -6.34 -1.13  0.33
C: 1.97 -3.73 -3.11  -0.93
C: 1.08 -4.49 -2.08  0.83
O: 1.12 -5.70 -1.96  -0.71
N: 0.42 -3.68 -1.18  0.37
C: -0.42 -4.27 -0.11  -0.76
H: 1.62 -3.66 -4.14  0.34
H: 2.95 -4.21 -3.09  0.31
H: 2.32 -2.72 -2.86  0.05
H: 0.35 -2.71 -1.42  0.06
H: -1.37 -3.73 -0.03  0.02
H: 0.23 -4.11 0.75  0.32
H: -0.81 -5.28 -0.24  0.32
C: -0.04 -1.97 3.76  -1.04
C: -1.06 -0.93 4.35  0.60
O: -0.79 0.02 5.07  -0.48
N: -2.38 -1.29 4.14  -0.01
C: -3.57 -0.93 4.82  -0.94
H: 0.09 -1.93 2.67  -0.01
H: -0.07 -3.04 3.98  0.48
H: 0.98 -1.69 4.02  0.39
H: -2.56 -2.06 3.50  0.22
H: -3.55 -1.33 5.84  0.31
H: -4.54 -1.26 4.47  0.38
H: -3.77 0.14 4.78  0.19
C: -3.87 -2.07 -0.92  0.22
C: -3.86 -1.50 -2.40  -0.13
O: -4.84 -2.18 -3.02  -0.36
S: -6.11 -2.66 -2.06  1.02
O: -6.23 -4.11 -2.14  -0.53
O: -7.35 -1.88 -2.44  -0.54
O: -5.26 -2.21 -0.68  -0.38
H: -3.59 -1.28 -0.23  0.17
H: -3.43 -3.05 -0.73  0.10
H: -2.88 -1.49 -2.88  0.15
H: -4.10 -0.43 -2.37  0.29
C: 0.79 4.05 -1.07  -0.03
C: 2.18 3.80 -1.65  0.25
O: 2.33 4.86 -2.59  -0.43
S: 1.53 6.31 -2.14  1.04
O: 1.07 7.05 -3.34  -0.53
O: 2.36 7.10 -1.25  -0.53
O: 0.36 5.40 -1.37  -0.39
H: 0.81 4.13 0.01  0.13
H: 0.06 3.27 -1.31  0.12
H: 2.18 2.83 -2.13  0.08
H: 2.89 3.79 -0.82  0.22
C: 0.30 1.36 -5.64  0.18
C: -0.48 2.63 -6.05  -0.45
O: -1.86 2.47 -5.86  -0.35
S: -2.21 0.82 -6.11  0.99
O: -2.61 0.46 -7.46  -0.55
O: -3.08 0.29 -5.03  -0.41
O: -0.65 0.35 -5.72  -0.27
H: 0.80 1.26 -4.68  -0.08
H: 1.08 1.08 -6.35  0.27
H: -0.47 2.71 -7.14  0.34
H: -0.11 3.56 -5.61  0.36

LUMO, hartree: 0.070
Charge: -1
Relative energy (zero: lowest compared OMol25 entry of this formula, charge and spin), kJ/mol: 640.6

(2)
A cluster of 13 separate species, C5H37N2O13 in total in a non-equilibrium geometry, computed with ωB97M-V/def2-TZVPD.

Each line ends with the natural charge from an NBO analysis.
Atoms and positions in Å:
C: -3.26 -1.97 0.18  -0.08
O: -2.42 -2.19 1.29  -0.73
C: -2.96 -0.58 -0.49  -0.05
C: -1.43 -0.68 -1.01  -0.51
C: -0.51 -0.09 -0.02  -0.18
C: 0.41 -0.81 0.58  -0.06
N: 1.68 -0.17 1.09  -0.75
N: -3.00 0.39 0.61  -0.90
H: -4.28 -1.95 0.53  0.17
H: -3.22 -2.86 -0.39  0.18
H: -1.72 -1.53 1.25  0.47
H: -3.64 -0.38 -1.33  0.22
H: -1.43 -0.31 -2.02  0.24
H: -1.18 -1.72 -1.29  0.24
H: -0.45 1.00 0.00  0.26
H: 0.56 -1.86 0.87  0.22
H: 1.96 0.60 0.46  0.45
H: 1.52 0.28 2.08  0.48
H: 2.37 -0.91 1.19  0.46
H: -3.68 1.11 0.50  0.39
H: -2.82 -0.02 1.49  0.39
H: 0.17 -5.46 1.22  0.48
H: 1.15 -5.84 0.15  0.48
O: 0.39 -5.28 0.31  -0.95
H: -2.03 4.75 -2.80  0.49
H: -0.81 3.91 -3.06  0.47
O: -1.72 3.84 -2.79  -0.94
H: 1.19 2.72 -0.37  0.51
H: 2.42 1.84 -0.72  0.48
O: 2.05 2.45 -0.05  -1.00
H: -3.79 -0.65 3.16  0.49
H: -2.86 -0.50 4.45  0.49
O: -3.15 -0.10 3.62  -0.97
H: 0.86 -1.40 -4.73  0.47
H: 0.17 -1.51 -3.35  0.47
O: 0.12 -1.79 -4.27  -0.95
H: 3.26 2.02 2.92  0.50
H: 1.80 2.38 3.24  0.49
O: 2.40 1.62 3.07  -0.97
H: -2.77 3.21 0.94  0.47
H: -3.68 2.65 2.12  0.48
O: -3.33 3.45 1.70  -0.95
H: 4.61 -2.19 0.15  0.48
H: 5.08 -0.69 0.59  0.51
O: 4.34 -1.39 0.62  -0.99
H: -0.57 4.12 0.31  0.50
H: -0.99 3.43 -1.06  0.51
O: -0.52 3.34 -0.22  -1.00
H: 0.61 -3.29 -2.36  0.50
H: 0.08 -3.24 -0.80  0.51
O: 0.64 -2.85 -1.50  -1.00
H: 4.84 0.82 -0.36  0.47
H: 3.74 1.56 0.36  0.48
O: 4.60 1.16 0.54  -0.94
H: 3.31 1.03 -2.77  0.50
H: 3.07 -0.20 -1.86  0.50
O: 2.86 0.75 -1.95  -0.97

LUMO, hartree: -0.102
Charge: +1
Relative energy (zero: lowest compared OMol25 entry of this formula, charge and spin), kJ/mol: 534.7

(3)
The molecule C2H6BrIO2Si in a non-equilibrium geometry, computed with ωB97M-V/def2-TZVPD.

Each line ends with the natural charge from an NBO analysis.
Atoms and positions in Å:
C: -0.33 0.49 -2.32  -0.24
O: -0.03 0.47 -0.96  -0.95
Si: 0.92 -0.13 0.13  1.80
Br: 1.40 -2.32 -0.37  -0.33
I: 2.76 1.45 0.37  -0.23
O: 0.37 0.11 1.63  -0.93
C: -0.73 -0.37 2.30  -0.25
H: 0.61 0.58 -3.03  0.18
H: -0.78 1.44 -2.48  0.19
H: -0.97 -0.40 -2.71  0.19
H: -0.38 -0.55 3.37  0.20
H: -1.35 -1.21 1.75  0.18
H: -1.51 0.44 2.32  0.18

LUMO, hartree: 0.013
Relative energy (zero: lowest compared OMol25 entry of this formula, charge and spin), kJ/mol: 8.3